# 1
ORCA calculation (wB97M-V/def2-TZVPD) on C22H34Br2NSiY as an isolated structure.

Cartesian coordinates (Å):
1 Y 0.17 -0.70 -0.47
2 C -1.91 -0.85 -3.79
3 C -1.45 0.08 -2.70
4 C -0.25 0.81 -2.84
5 C 0.56 0.70 -4.11
6 C 0.15 1.71 -1.83
7 C 1.44 2.48 -1.98
8 C -0.67 1.92 -0.70
9 C -0.34 2.99 0.31
10 C -1.86 1.16 -0.54
11 C -2.69 1.35 0.70
12 C -2.26 0.26 -1.56
13 C -3.59 -0.43 -1.51
14 H -2.60 -0.33 -4.46
15 H -2.46 -1.70 -3.39
16 H -1.09 -1.22 -4.40
17 H 1.27 -0.13 -4.09
18 H 1.13 1.61 -4.30
19 H -0.09 0.55 -4.97
20 H 1.28 3.36 -2.61
21 H 2.22 1.88 -2.45
22 H 1.82 2.83 -1.02
23 H 0.24 2.60 1.15
24 H -1.25 3.43 0.71
25 H 0.23 3.79 -0.14
26 H -3.43 2.14 0.55
27 H -2.07 1.63 1.55
28 H -3.23 0.45 0.97
29 H -3.50 -1.52 -1.44
30 H -4.15 -0.22 -2.42
31 H -4.21 -0.10 -0.68
32 Br 0.50 -3.04 -2.57
33 C 2.28 -3.46 -1.91
34 Br 2.81 -2.17 -0.57
35 H 2.97 -3.40 -2.74
36 H 2.25 -4.44 -1.45
37 C 0.67 -3.03 3.13
38 Si -0.34 -1.66 2.40
39 C -1.31 -2.40 0.88
40 C -1.61 -1.02 3.59
41 N 0.59 -0.46 1.58
42 C 1.63 0.37 2.03
43 C 1.87 0.68 3.37
44 C 2.92 1.52 3.71
45 C 3.74 2.08 2.73
46 C 3.51 1.79 1.40
47 C 2.47 0.94 1.06
48 H 0.03 -3.82 3.54
49 H 1.28 -2.65 3.96
50 H 1.35 -3.48 2.41
51 H -2.02 -3.09 1.34
52 H -0.76 -3.04 0.18
53 H -1.97 -1.72 0.32
54 H -2.25 -1.82 3.96
55 H -2.25 -0.26 3.14
56 H -1.13 -0.56 4.46
57 H 1.24 0.26 4.14
58 H 3.11 1.74 4.75
59 H 4.56 2.73 3.02
60 H 4.14 2.21 0.63
61 H 2.29 0.71 0.00

Relative energy (zero: lowest compared OMol25 entry of this formula, charge and spin) (eV): 0.210
Charge: +2
Lowest unoccupied orbital energy (eV): -6.521
Kohn-Sham gap (eV): 7.032

=====

# 2
ORCA calculation (wB97M-V/def2-TZVPD) on a 2-piece molecular cluster, C22H34BrCl2F5N overall.

Cartesian coordinates (Å):
1 C 5.03 0.94 2.75
2 C 4.86 1.84 1.53
3 C 3.41 1.86 1.00
4 C 3.27 1.49 -0.48
5 C 3.94 0.16 -0.87
6 C 3.11 -0.70 -1.82
7 C 2.21 -1.73 -1.12
8 C 0.70 -1.41 -1.17
9 C -0.11 -1.92 0.05
10 C -1.41 -2.62 -0.34
11 C -2.41 -2.75 0.80
12 C -2.95 -1.41 1.31
13 C -3.63 -0.58 0.22
14 C -2.74 0.52 -0.38
15 C -2.95 1.87 0.22
16 C -3.24 1.97 1.56
17 C -3.41 3.21 2.17
18 Br -3.81 3.32 3.97
19 C -3.30 4.37 1.40
20 C -3.00 4.25 0.08
21 N -2.82 3.03 -0.50
22 C -2.49 3.03 -1.95
23 F -3.39 2.28 -2.59
24 F -2.60 4.29 -2.38
25 C -1.01 2.53 -2.26
26 F -1.04 1.36 -2.91
27 F -0.39 3.43 -3.00
28 F -0.34 2.37 -1.11
29 H 6.08 0.79 3.01
30 H 4.58 -0.04 2.59
31 H 4.55 1.38 3.62
32 H 5.13 2.85 1.83
33 H 5.55 1.53 0.74
34 H 2.79 1.18 1.58
35 H 2.99 2.86 1.14
36 H 2.20 1.42 -0.71
37 H 3.67 2.30 -1.10
38 H 4.91 0.36 -1.32
39 H 4.15 -0.40 0.04
40 H 3.76 -1.19 -2.54
41 H 2.47 -0.03 -2.40
42 H 2.51 -1.82 -0.08
43 H 2.35 -2.71 -1.59
44 H 0.59 -0.33 -1.24
45 H 0.27 -1.85 -2.06
46 H -0.31 -1.08 0.71
47 H 0.50 -2.62 0.62
48 H -1.13 -3.62 -0.68
49 H -1.87 -2.09 -1.18
50 H -1.95 -3.29 1.63
51 H -3.26 -3.36 0.48
52 H -3.65 -1.60 2.12
53 H -2.13 -0.84 1.76
54 H -4.56 -0.15 0.60
55 H -3.93 -1.24 -0.60
56 H -2.83 0.53 -1.46
57 H -1.69 0.27 -0.18
58 H -3.34 1.07 2.15
59 H -3.43 5.35 1.83
60 H -2.89 5.12 -0.54
61 C -0.33 -6.88 -0.67
62 Cl -1.47 -6.41 0.59
63 Cl 0.97 -5.69 -0.87
64 H 0.12 -7.83 -0.40
65 H -0.86 -6.96 -1.61

Charge: +1
Lowest unoccupied orbital energy (eV): -4.655
Kohn-Sham gap (eV): 7.926

=====

# 3
ORCA calculation (wB97M-V/def2-TZVPD) on a 2-piece molecular cluster, C22H34F3O11P overall at a distorted geometry.

Cartesian coordinates (Å):
1 C -5.55 -2.10 2.76
2 C -5.16 -2.44 1.17
3 O -3.97 -1.63 0.87
4 P -3.26 -2.03 -0.67
5 O -3.46 -3.59 -0.98
6 C -1.39 -1.69 -0.54
7 C -0.47 -3.05 -0.27
8 C 1.06 -2.65 -0.83
9 C 1.78 -1.56 -0.11
10 O 1.26 -0.82 1.06
11 C 2.02 -1.43 2.20
12 C 1.58 -0.83 3.67
13 C 0.43 -1.77 4.40
14 O 2.78 -0.83 4.57
15 C 3.28 -1.13 -0.70
16 O 3.58 0.17 -0.64
17 C 4.20 -2.33 -1.34
18 C 5.83 -2.46 -1.25
19 C 6.67 -1.10 -1.61
20 O 6.61 -0.05 -0.54
21 C 6.35 -0.48 -3.11
22 F 4.98 0.06 -3.27
23 F 7.28 0.70 -3.26
24 F 6.76 -1.42 -4.21
25 C 3.46 -3.44 -2.04
26 O 4.14 -4.62 -2.64
27 C 1.79 -3.36 -2.11
28 O 1.18 -3.91 -3.17
29 O -3.97 -1.18 -2.02
30 C -3.50 0.21 -2.11
31 C -4.02 1.20 -0.91
32 H -4.89 -2.82 3.43
33 H -5.17 -0.99 2.95
34 H -6.71 -2.20 2.97
35 H -4.99 -3.60 1.14
36 H -6.05 -2.10 0.47
37 H -0.98 -1.24 -1.57
38 H -1.25 -0.87 0.31
39 H -0.87 -4.01 -0.80
40 H -0.34 -3.19 0.91
41 H 1.82 -2.60 2.21
42 H 3.18 -1.24 2.09
43 H 1.22 0.30 3.59
44 H -0.44 -2.06 3.66
45 H 0.99 -2.75 4.77
46 H 0.01 -1.24 5.38
47 H 3.33 -1.67 4.37
48 H 6.10 -2.73 -0.12
49 H 6.29 -3.33 -1.90
50 H 7.82 -1.41 -1.64
51 H 6.14 0.75 -0.90
52 H 4.66 -5.11 -1.91
53 H -2.34 0.34 -2.20
54 H -3.95 0.65 -3.12
55 H -5.18 1.36 -1.05
56 H -3.51 2.26 -1.09
57 H -3.71 0.87 0.17
58 C -1.78 7.62 0.66
59 C -1.20 6.33 0.11
60 O -2.09 5.22 0.35
61 C -3.11 4.87 -0.46
62 C -3.55 5.84 -1.52
63 O -3.71 3.82 -0.29
64 H -2.71 7.88 0.16
65 H -1.07 8.44 0.53
66 H -2.01 7.52 1.72
67 H -0.93 6.40 -0.94
68 H -0.27 6.10 0.65
69 H -4.36 6.46 -1.13
70 H -3.93 5.26 -2.38
71 H -2.75 6.46 -1.91

Lowest unoccupied orbital energy (eV): -1.832
SMILES: CCOP(=O)(CCC1=C(OC[C@@H](C)O)C(=O)C(C[C@H](O)C(F)(F)F)=C(O)C1=O)OCC.CCOC(C)=O
Kohn-Sham gap (eV): 7.857

=====

# 4
ORCA calculation (wB97M-V/def2-TZVPD) on C22H34KO12S4 as an isolated structure at a distorted geometry.

Cartesian coordinates (Å):
1 K -0.19 0.15 0.43
2 C 3.23 -1.98 -2.26
3 C 3.44 -2.38 -3.62
4 C 2.22 -2.24 -4.58
5 O 2.43 -2.43 -5.78
6 C 0.96 -1.83 -4.02
7 C 0.82 -1.43 -2.72
8 C 2.01 -1.51 -1.76
9 O 1.95 -1.26 -0.50
10 O -0.32 -0.97 -2.31
11 O 4.49 -2.80 -4.09
12 H 4.00 -2.22 -1.54
13 H 0.10 -1.75 -4.68
14 C -5.54 -0.05 -2.28
15 C -6.36 -0.42 -1.02
16 C -5.42 -0.22 0.17
17 S -3.85 -0.92 -0.43
18 O -3.73 -2.31 -0.03
19 O -2.77 0.01 -0.13
20 C -4.29 -0.91 -2.19
21 H -5.35 1.02 -2.21
22 H -6.15 -0.38 -3.12
23 H -6.73 -1.45 -0.95
24 H -7.21 0.26 -0.95
25 H -5.73 -0.58 1.15
26 H -5.24 0.85 0.25
27 H -4.64 -1.93 -2.35
28 H -3.43 -0.81 -2.85
29 C 3.00 1.98 -1.41
30 C 1.58 2.47 -1.81
31 C 1.25 3.85 -1.22
32 S 2.81 4.58 -0.60
33 O 2.62 5.12 0.74
34 O 3.38 5.33 -1.70
35 C 3.68 2.99 -0.49
36 H 3.64 1.73 -2.25
37 H 2.91 1.03 -0.86
38 H 0.83 1.75 -1.51
39 H 1.64 2.42 -2.90
40 H 0.64 3.66 -0.34
41 H 0.73 4.65 -1.76
42 H 3.55 2.65 0.54
43 H 4.75 3.11 -0.64
44 C 2.00 3.83 3.69
45 C 1.72 2.92 4.88
46 C 0.48 2.07 4.57
47 S -0.57 3.06 3.44
48 O -1.69 3.66 4.12
49 O -0.74 2.33 2.20
50 C 0.65 4.36 3.18
51 H 2.60 3.30 2.95
52 H 2.66 4.65 3.98
53 H 1.66 3.36 5.87
54 H 2.55 2.21 4.95
55 H -0.08 1.82 5.47
56 H 0.63 1.11 4.07
57 H 0.37 5.11 3.91
58 H 0.64 4.77 2.18
59 C -0.49 -4.59 -0.42
60 C 0.98 -4.89 -0.07
61 C 1.38 -4.15 1.20
62 S -0.15 -3.64 2.02
63 O -0.36 -2.23 1.82
64 O -0.16 -4.24 3.33
65 C -1.28 -4.50 0.89
66 H -0.96 -5.25 -1.13
67 H -0.47 -3.55 -0.80
68 H 1.60 -4.72 -0.95
69 H 1.00 -5.98 0.06
70 H 2.08 -3.33 1.01
71 H 1.90 -4.75 1.94
72 H -2.28 -4.07 0.92
73 H -1.34 -5.52 1.29

Relative energy (zero: lowest compared OMol25 entry of this formula, charge and spin) (eV): 0.606
Charge: -1
Lowest unoccupied orbital energy (eV): 1.681
Kohn-Sham gap (eV): 5.023

=====

# 5
ORCA calculation (wB97M-V/def2-TZVPD) on C22H34N2O4P2SW as an isolated structure at a distorted geometry.

Cartesian coordinates (Å):
1 W 0.39 -0.43 -0.48
2 P 0.27 1.32 -2.38
3 P 0.73 -2.38 1.16
4 N -1.01 -1.34 -1.29
5 H 3.24 1.34 -0.75
6 C 1.30 1.07 -3.87
7 H 1.15 1.90 -4.56
8 H 1.01 0.12 -4.34
9 H 2.35 1.01 -3.55
10 C 0.66 3.01 -1.84
11 H 0.68 3.69 -2.70
12 H 1.63 2.99 -1.33
13 H -0.11 3.33 -1.12
14 C -1.46 1.42 -2.95
15 H -1.57 2.30 -3.60
16 H -2.13 1.49 -2.08
17 H -1.69 0.50 -3.51
18 C 1.89 -3.73 0.76
19 H 1.89 -4.47 1.57
20 H 2.89 -3.30 0.63
21 H 1.56 -4.20 -0.18
22 C 1.28 -1.72 2.76
23 H 1.41 -2.57 3.46
24 H 0.52 -1.03 3.14
25 H 2.24 -1.19 2.62
26 C -0.86 -3.19 1.49
27 H -0.73 -3.91 2.31
28 H -1.17 -3.72 0.57
29 H -1.62 -2.44 1.75
30 C -2.12 -1.93 -1.79
31 C -3.26 -3.35 -3.42
32 C -2.08 -2.82 -2.91
33 C -3.39 -1.64 -1.20
34 C -4.55 -2.19 -1.74
35 C -4.49 -3.04 -2.84
36 H -3.22 -4.01 -4.29
37 H -1.10 -3.04 -3.35
38 H -3.42 -0.96 -0.35
39 H -5.50 -1.93 -1.28
40 H -5.41 -3.46 -3.25
41 C 3.55 0.37 -0.31
42 O 2.41 -0.48 -0.36
43 C 4.65 -0.25 -1.19
44 H 5.65 -0.12 -0.75
45 H 4.66 0.25 -2.16
46 H 4.50 -1.33 -1.35
47 C 4.03 0.64 1.11
48 H 4.58 -0.22 1.52
49 H 3.20 0.91 1.77
50 H 4.71 1.51 1.06
51 O 1.48 2.26 0.98
52 C 0.39 1.92 1.47
53 N -0.38 0.88 0.93
54 S -2.05 0.94 1.45
55 O -2.83 1.47 0.35
56 O -2.43 -0.29 2.11
57 C -1.65 2.17 2.64
58 C -2.50 2.69 3.60
59 C -2.01 3.67 4.47
60 C -0.68 4.13 4.35
61 C 0.17 3.59 3.38
62 C -0.33 2.58 2.55
63 H -3.52 2.31 3.64
64 H -2.66 4.08 5.23
65 H -0.32 4.91 5.03
66 H 1.20 3.92 3.22

Spin multiplicity: 3
Relative energy (zero: lowest compared OMol25 entry of this formula, charge and spin) (eV): 0.000
⟨S²⟩: 2.03
Lowest unoccupied orbital energy (spin up / spin down) (eV): -0.205 / -0.382
Kohn-Sham gap (spin up / spin down) (eV): 4.985 / 6.501

=====

# 6
ORCA calculation (wB97M-V/def2-TZVPD) on C22H34O17Rb2 as an isolated structure at a distorted geometry.

Cartesian coordinates (Å):
1 Rb -4.27 1.86 1.93
2 Rb -2.43 -1.85 3.38
3 O -1.55 0.84 2.50
4 C -0.89 0.67 1.28
5 C -0.91 1.91 0.26
6 O -2.04 2.66 -0.05
7 H -1.47 -0.02 0.60
8 H 0.04 0.07 1.29
9 H -0.45 1.49 -0.65
10 H -0.11 2.59 0.64
11 C -2.13 1.58 -4.32
12 C -2.46 0.20 -3.85
13 C -2.85 0.07 -2.37
14 O -4.24 -0.32 -2.43
15 C -4.54 -0.71 -3.68
16 O -5.51 -1.34 -3.98
17 O -3.57 -0.41 -4.54
18 H -1.25 1.93 -3.78
19 H -2.88 2.35 -4.15
20 H -2.10 1.60 -5.41
21 H -1.59 -0.45 -3.93
22 H -2.83 1.04 -1.88
23 H -2.25 -0.70 -1.89
24 C -1.29 -3.06 -0.75
25 C -2.16 -4.31 -0.54
26 C -2.05 -5.50 -1.46
27 O -1.86 -6.60 -0.57
28 C -1.76 -6.18 0.73
29 O -1.64 -6.88 1.68
30 O -2.01 -4.86 0.77
31 H -1.47 -2.36 0.06
32 H -1.68 -2.62 -1.66
33 H -0.26 -3.38 -0.86
34 H -3.17 -3.88 -0.48
35 H -1.19 -5.38 -2.11
36 H -2.98 -5.64 -2.01
37 C 1.68 -2.01 -2.23
38 C 1.77 -0.54 -1.77
39 C 3.15 0.24 -1.85
40 O 2.84 1.36 -2.65
41 C 1.65 1.24 -3.22
42 O 1.25 1.88 -4.14
43 O 0.94 0.25 -2.61
44 H 2.03 -2.70 -1.47
45 H 2.31 -2.14 -3.11
46 H 0.64 -2.14 -2.53
47 H 1.33 -0.40 -0.77
48 H 3.84 -0.49 -2.27
49 H 3.54 0.47 -0.87
50 C 1.31 -0.38 7.58
51 C 0.56 -1.18 6.51
52 C 0.72 -0.81 5.02
53 O 0.77 -2.09 4.43
54 C 0.84 -3.07 5.34
55 O 0.61 -4.22 5.11
56 O 0.98 -2.54 6.57
57 H 1.64 -1.05 8.37
58 H 0.79 0.49 7.99
59 H 2.19 0.08 7.13
60 H -0.50 -1.04 6.76
61 H 1.64 -0.23 4.97
62 H -0.19 -0.31 4.71
63 C 4.08 4.60 0.47
64 C 3.27 4.87 -0.81
65 C 1.73 4.65 -0.94
66 O 1.30 5.92 -1.34
67 C 2.30 6.78 -1.60
68 O 2.17 7.84 -2.11
69 O 3.47 6.23 -1.25
70 H 3.72 3.70 0.97
71 H 3.94 5.44 1.15
72 H 5.10 4.45 0.13
73 H 3.67 4.22 -1.59
74 H 1.19 4.26 -0.07
75 H 1.50 3.98 -1.77

Relative energy (zero: lowest compared OMol25 entry of this formula, charge and spin) (eV): 0.000
Lowest unoccupied orbital energy (eV): -1.550
Kohn-Sham gap (eV): 4.552

=====

Going through the records in order, we get total energy values of -173851.4671; -133524.3430; -63316.3444; -107601.9577; -65774.9536; -59480.8206 eV.